1.
This record from OMol25 describes 15 unconnected molecules or ions with the total composition C49H90O19 at a distorted geometry. The level of theory is wB97M-V/def2-TZVPD.

Values from the calculation:
2S+1: 1
DFT total energy in eV: -91175.793
Maximum force in eV/Å: 2.9
Molar mass in g/mol: 983.2
HOMO in eV: -9.460
E_LUMO in eV: 0.245
Energy relative to the best compared isomer or geometry (same formula, charge and spin) in kJ/mol: 0.0
Kohn-Sham gap in Ha: 0.357

Geometry as XYZ:
```
158
Properties=species:S:1:pos:R:3:forces:R:3
O 3.122 -4.604 0.996 -0.31 -0.27 -1.03
O 0.398 7.305 1.830 -1.14 -0.89 -0.39
O -0.752 -2.579 -6.624 -0.14 -0.20 -0.76
O 3.374 1.096 -1.393 0.14 0.33 0.23
O 0.544 -6.055 1.478 -0.46 0.26 -1.44
O -5.601 2.018 2.589 0.20 0.32 0.20
O -5.104 -3.357 -1.387 0.24 0.30 -0.48
O 4.622 -3.924 -2.029 0.83 -0.62 -0.08
O 1.983 3.241 1.060 -0.43 -0.09 0.13
O 1.409 -3.303 5.360 -0.12 -0.12 0.02
O 5.522 1.054 3.753 -0.11 0.21 -0.68
O 6.630 2.312 2.238 1.19 0.59 0.05
O 2.591 -4.427 -2.784 -1.18 -1.52 -1.17
O -0.797 0.640 -0.946 0.16 -0.54 0.33
O -0.082 4.145 -3.838 -0.05 -0.44 0.39
O -0.143 -1.338 -1.693 0.40 -0.49 -0.17
O -3.459 3.646 -0.173 0.17 -0.10 -0.09
O -2.795 -0.943 2.151 -1.13 -0.29 -0.15
O 2.398 -2.666 1.768 -0.81 1.49 -0.24
C -0.304 0.581 1.382 0.09 -0.61 0.33
C -5.116 3.376 4.510 -0.38 0.51 -0.87
C -1.000 2.892 -5.669 0.00 0.12 1.25
C -1.116 1.295 0.312 0.86 -0.16 -0.21
C 3.787 4.759 1.073 0.44 1.62 0.78
C 1.541 1.411 -2.866 0.62 0.68 -0.35
C -2.940 -2.574 -2.017 0.10 0.64 0.18
C -0.480 6.481 1.591 0.68 0.21 0.01
C -4.741 -2.241 2.750 -0.72 0.58 -0.33
C 4.285 0.283 3.784 1.54 -0.29 -0.55
C 5.751 1.562 2.479 -1.37 -0.27 1.06
C 3.277 -4.399 3.313 0.34 0.79 -0.42
C -4.382 -2.926 -2.266 -0.17 -0.59 -0.49
C 5.171 -2.975 -1.097 0.25 0.35 0.05
C -0.117 -4.360 -0.134 0.22 -1.99 -0.13
C 3.611 -5.872 1.523 -0.12 1.44 0.40
C 4.262 -5.434 2.801 0.84 -0.63 0.55
C 0.503 -1.364 4.346 -0.27 -0.43 0.63
C -5.030 5.049 0.926 0.04 -0.50 -0.03
C -4.502 4.247 -0.252 -0.57 0.22 0.00
C -0.546 5.186 2.404 0.10 0.91 -0.14
C -3.308 2.192 3.188 -0.19 -0.51 -0.57
C 4.355 -1.718 -1.326 -0.43 0.26 0.24
C -0.291 -0.609 -0.757 -0.41 0.65 1.69
C -4.736 -0.720 0.704 -0.14 -0.82 0.33
C 0.578 -2.836 4.608 0.90 0.27 1.27
C -0.860 3.275 -4.155 -1.04 0.34 -1.36
C -1.460 6.716 0.429 0.23 0.29 0.72
C -4.775 2.477 3.353 -0.25 -0.83 0.73
C -3.961 -1.248 1.923 0.59 0.60 -0.08
C 2.537 4.185 0.542 -0.07 -0.62 -0.81
C 0.377 -5.757 0.295 1.05 0.65 0.81
C 3.321 -3.675 -2.252 0.58 2.39 1.55
C 2.983 1.213 -2.529 0.60 -0.98 0.12
C 1.210 -2.395 -5.247 -0.87 -0.97 -0.40
C -0.365 -3.646 3.828 -0.12 -0.92 -0.48
C 0.671 -6.717 -0.838 -1.00 -0.27 -0.26
C -0.987 -1.020 -4.855 0.29 -0.15 -0.22
C -4.890 -2.695 -3.711 -0.13 -0.08 0.95
C 2.980 -2.304 -1.637 -0.11 0.04 -0.73
C 2.056 4.849 -0.728 -0.43 -0.35 0.09
C 2.842 -3.742 1.979 1.19 -1.91 1.43
C -5.346 4.243 -1.526 0.79 0.34 -0.63
C 4.686 1.095 1.532 -0.04 0.07 0.67
C 3.921 1.053 -3.737 -0.34 0.63 1.06
C 3.971 0.009 2.327 -0.70 -0.13 -1.27
C -1.881 2.631 -3.216 0.57 -0.08 0.18
C -0.205 -2.027 -5.712 0.32 -0.24 1.48
C -0.054 -0.831 0.773 -0.40 1.30 -0.23
H -1.392 -3.468 4.166 0.10 -0.01 -0.23
H -4.911 -3.045 2.034 -0.46 -0.23 0.17
H 2.501 -2.495 -0.678 -0.36 -0.10 -0.04
H -5.974 4.620 1.242 -0.44 0.08 -0.14
H -0.112 -4.714 3.837 -0.19 0.30 0.17
H 0.493 -3.984 -0.965 -0.40 -0.06 0.08
H -1.145 -4.607 -0.435 0.09 0.69 -0.22
H 3.689 -3.669 4.044 -0.53 -0.50 -0.56
H -2.685 -1.658 -2.557 -0.01 0.02 0.13
H 5.042 -3.396 -0.094 -0.05 0.16 -0.06
H -0.548 -1.126 4.236 -0.11 0.44 -0.65
H -5.712 -1.769 3.046 0.62 -0.56 -0.36
H -0.888 6.558 -0.473 0.19 -0.18 -0.45
H 5.295 -5.054 2.621 -0.76 -0.14 0.29
H 2.866 4.917 -1.433 0.58 0.29 -0.17
H -0.136 3.221 -6.206 0.60 0.28 -0.23
H 1.759 5.854 -0.437 -0.15 0.23 -0.27
H -4.603 4.300 4.222 -0.04 0.22 0.54
H -4.852 -1.612 -3.858 -0.11 -0.02 -0.19
H 1.268 4.327 -1.278 -0.20 0.03 0.53
H -5.335 5.264 -1.965 -0.30 -0.45 0.45
H -6.181 3.580 4.599 0.00 -0.12 -0.11
H -5.552 -0.037 1.013 0.46 -0.38 -0.05
H -2.751 3.113 3.199 0.35 0.34 -0.11
H -2.244 -3.312 -2.397 -0.05 -0.41 -0.25
H -0.876 0.438 2.317 0.36 0.41 -0.45
H 1.648 -3.167 -5.890 -0.22 0.27 -0.10
H -5.177 -1.632 0.226 0.22 0.90 0.17
H 1.124 0.425 -3.034 -0.32 -0.20 -0.08
H 2.280 -1.707 -2.279 0.75 -0.62 0.60
H -5.143 6.104 0.720 -0.21 0.23 -0.30
H -6.368 3.892 -1.398 -0.06 0.24 0.30
H -4.877 3.612 -2.289 0.04 -0.03 0.34
H -0.090 -3.705 0.708 -0.11 0.47 0.42
H 4.275 -6.311 3.446 0.49 0.11 0.30
H -4.260 -2.654 3.623 0.44 0.21 0.16
H -0.045 4.373 1.838 -0.21 0.38 0.51
H 4.764 -1.124 -2.151 -0.08 -0.17 0.23
H -2.704 -2.447 -0.956 -0.27 -0.02 -0.11
H -2.351 6.063 0.392 0.50 0.40 0.27
H 1.275 -6.291 -1.665 -0.55 0.02 0.48
H -0.339 -7.048 -1.209 0.89 0.40 -0.07
H 4.005 1.907 1.299 0.01 0.28 0.11
H 4.041 2.088 -4.092 -0.10 -0.54 -0.66
H -1.584 4.926 2.593 -0.15 -0.21 -0.13
H 3.564 5.817 1.365 0.17 -0.58 -0.36
H 6.245 -2.787 -1.256 -0.43 -0.51 -0.31
H 0.898 -0.785 5.170 0.33 0.01 0.11
H 1.556 1.978 -3.791 -0.54 0.03 -0.26
H 0.911 -1.226 1.038 0.45 -0.17 -0.45
H 2.751 -6.468 1.795 -0.15 -0.47 -0.58
H -2.087 3.302 -2.354 -0.04 -0.38 -0.62
H 4.895 0.668 -3.483 0.30 0.06 0.49
H 4.144 4.298 1.988 0.05 -0.39 -0.16
H -1.431 1.709 -2.772 -0.42 0.54 -0.48
H 4.284 -1.107 -0.429 0.27 0.18 -0.13
H -0.071 5.440 3.365 0.12 -0.57 -0.41
H 3.562 0.804 4.382 -0.48 0.40 -0.01
H -4.073 -0.211 0.001 -0.03 -0.04 0.15
H 4.344 -0.968 2.025 0.03 -0.10 0.20
H -4.734 3.016 5.450 0.36 -0.12 0.26
H 1.188 -2.849 -4.236 0.02 0.71 -0.29
H -0.924 -0.017 -5.318 -0.15 -0.56 0.24
H 5.189 0.867 0.604 -0.16 -0.56 -0.27
H -5.922 -3.055 -3.798 0.26 0.14 0.03
H 4.294 -6.271 0.797 -0.05 -0.42 -0.37
H 4.522 -0.664 4.246 0.01 -0.12 0.54
H 0.615 1.182 1.565 -0.48 -0.69 -0.08
H -1.099 1.822 -5.795 -0.24 -0.17 -0.04
H 2.404 -4.912 3.727 0.08 0.24 0.13
H -2.187 1.263 0.393 -0.37 0.05 0.32
H -0.735 2.303 0.259 -0.32 0.50 -0.36
H 4.559 4.813 0.298 -0.05 -0.13 0.22
H -1.870 3.392 -6.106 -0.04 -0.12 0.25
H 1.795 -1.503 -5.331 0.65 0.57 0.45
H -4.380 4.948 1.779 0.54 -0.07 0.17
H -0.640 -0.972 -3.815 0.05 0.02 -0.37
H 1.141 -7.619 -0.473 0.24 -0.15 0.27
H 2.901 -0.001 2.106 0.06 -0.02 0.13
H -2.829 1.501 3.879 -0.43 0.10 0.58
H -4.270 -3.158 -4.483 0.11 0.01 0.26
H 3.490 0.330 -4.414 -0.33 0.33 -0.70
H 0.995 1.953 -2.098 0.06 -0.18 0.06
H -0.229 -3.289 2.810 -0.49 -0.03 -0.31
H -3.241 1.681 2.245 0.38 0.08 -0.63
H -2.012 -1.402 -4.867 0.01 0.43 -0.08
H -1.680 7.793 0.450 -0.28 -0.42 -0.06
H -0.791 -1.493 1.232 -0.13 -0.15 -0.59
H 1.115 -1.267 3.458 -0.15 0.61 -0.45
H -2.792 2.361 -3.795 0.54 0.17 0.55
```
Positions in Å, forces in eV/Å.


2.
This record from OMol25 describes a molecular structure, C49H95N3O21S10 at a distorted geometry. The level of theory is wB97M-V/def2-TZVPD.

Values from the calculation:
2S+1: 1
DFT total energy in eV: -208085.763
Maximum force in eV/Å: 15.2
Molar mass in g/mol: 1383.0
HOMO in eV: -8.665
E_LUMO in eV: -0.245
Kohn-Sham gap in Ha: 0.309

Geometry as XYZ:
```
178
Properties=species:S:1:pos:R:3:forces:R:3
S 17.130 36.294 -11.131 -0.26 0.32 0.15
S 10.864 36.004 -17.095 -1.37 -1.20 0.44
S 14.271 30.588 -13.584 -3.81 5.84 -0.04
S 12.250 35.715 -12.350 0.48 1.56 1.92
S 15.616 30.501 -8.673 4.30 -0.53 0.00
S 10.354 31.464 -16.067 -1.60 -4.27 -0.40
S 12.881 32.133 -10.049 -5.66 1.26 7.41
S 17.776 27.362 -12.730 3.04 2.53 -0.66
S 13.931 31.288 -17.901 0.49 0.69 -3.05
S 9.934 32.505 -12.795 -4.96 4.82 -0.95
O 16.824 26.493 -12.116 2.96 0.13 1.04
O 13.584 29.535 -14.334 2.07 1.82 2.54
O 10.703 35.323 -18.420 0.21 1.79 1.90
O 15.449 30.187 -12.793 -5.06 7.95 -5.00
O 10.850 32.802 -16.344 -3.15 -8.98 -3.15
O 14.619 31.238 -7.867 10.59 -6.67 0.22
O 14.162 30.127 -18.828 -0.46 2.13 2.56
O 16.183 29.259 -8.136 -0.96 1.14 -0.60
O 8.926 31.153 -15.890 1.83 1.09 -0.88
O 13.397 30.836 -10.414 -4.19 3.92 9.93
O 18.740 26.823 -13.685 -1.03 0.24 0.33
O 13.416 33.268 -10.776 -1.71 -7.74 12.94
O 11.244 32.315 -12.154 -4.36 1.25 -4.88
O 13.482 35.137 -12.925 -3.00 6.33 1.96
O 12.644 27.268 -12.510 -0.47 0.07 -1.12
O 17.938 36.931 -10.101 -0.61 -0.71 -0.93
O 13.774 31.146 -16.450 -0.93 -0.27 -3.17
O 17.012 36.889 -12.450 -0.21 0.23 0.55
O 11.077 35.927 -13.186 3.01 1.72 0.88
O 10.038 37.180 -16.702 1.45 -1.80 -1.09
O 9.110 31.495 -13.424 -0.26 -0.76 1.84
N 10.741 29.337 -8.725 -0.65 -0.27 1.04
N 16.654 31.746 -15.544 -0.25 -4.21 -2.89
N 19.156 32.004 -11.818 1.31 1.25 -0.69
C 11.301 30.882 -14.641 0.72 -1.47 -2.00
C 11.257 29.277 -9.741 0.67 -0.81 -0.26
C 13.475 32.934 -12.510 0.46 -2.17 -7.37
C 11.491 29.378 -14.965 -2.50 -0.67 -0.18
C 17.468 30.070 -12.490 2.92 -1.55 1.83
C 13.014 32.397 -8.237 -7.46 3.76 -1.57
C 13.016 31.386 -12.465 3.20 1.14 -7.19
C 14.426 33.897 -18.213 0.66 0.32 -0.22
C 16.151 30.693 -15.530 2.33 -0.48 -0.75
C 16.761 32.273 -10.479 -1.40 -1.63 4.53
C 8.974 35.038 -13.548 -2.05 -1.85 -1.05
C 11.899 34.827 -10.821 -3.33 4.46 -0.73
C 16.185 33.959 -11.919 -1.16 3.73 -1.66
C 14.577 32.205 -14.556 -0.09 2.47 2.27
C 12.632 36.297 -16.744 -0.24 1.09 0.80
C 18.449 32.433 -12.618 1.16 1.12 -1.25
C 10.716 34.660 -15.802 1.38 7.21 -3.19
C 12.537 32.363 -18.564 0.83 0.45 -1.06
C 11.934 29.293 -16.454 -1.31 -0.68 -0.33
C 11.088 30.277 -17.335 1.40 0.86 1.83
C 9.977 33.988 -14.048 -0.88 -3.70 5.82
C 14.643 26.038 -12.238 -1.89 -0.67 -0.77
C 11.844 35.835 -9.640 0.59 -0.91 -0.55
C 8.740 33.415 -11.617 -0.07 -0.30 -0.70
C 15.209 32.586 -18.168 -0.77 -1.35 -0.65
C 11.028 32.123 -10.044 -0.92 1.09 2.38
C 16.924 28.971 -13.367 3.93 -3.62 -0.84
C 12.137 34.107 -15.603 -2.19 4.85 -3.48
C 15.045 34.513 -10.982 3.27 2.44 -0.04
C 17.576 32.955 -13.685 2.46 -0.43 -0.08
C 11.559 32.223 -7.715 -0.27 0.46 0.56
C 17.553 34.575 -11.458 -0.14 2.15 0.16
C 15.441 35.919 -10.510 1.15 -0.56 0.55
C 13.082 35.306 -15.616 0.70 -0.18 -1.32
C 12.839 36.950 -9.999 -0.60 -0.30 0.09
C 8.820 34.900 -12.044 0.93 0.15 0.59
C 17.799 29.410 -11.099 1.40 -0.96 0.20
C 15.545 29.337 -15.503 1.53 -0.34 -2.28
C 18.721 28.209 -11.375 -0.49 -0.22 -1.77
C 14.500 28.560 -11.705 -1.83 -6.79 -0.55
C 10.590 32.802 -8.733 1.41 -1.37 -0.21
C 13.178 33.664 -19.049 0.38 -0.60 -0.25
C 13.658 33.275 -13.968 2.22 -5.86 1.26
C 12.626 37.239 -11.504 -0.95 1.18 1.16
C 15.400 31.741 -10.920 1.72 -0.46 1.55
C 13.826 27.304 -12.263 0.62 -1.29 1.71
C 16.871 31.853 -8.945 0.84 -0.42 -0.81
C 11.964 29.275 -10.976 -3.48 -0.92 -1.89
C 15.270 30.334 -10.424 3.65 0.60 1.26
H 11.834 30.940 -17.772 -1.31 -1.31 0.14
H 12.979 29.601 -16.505 -1.18 -0.77 0.14
H 11.648 37.720 -11.511 0.01 0.40 -0.51
H 9.547 32.558 -8.528 -0.02 0.33 0.09
H 8.889 33.142 -10.572 0.08 0.59 -0.10
H 13.322 35.711 -14.633 -0.81 0.94 -1.16
H 15.990 29.714 -10.958 -1.13 1.64 1.77
H 7.788 32.961 -11.891 0.01 0.04 -0.24
H 15.023 29.103 -14.575 1.45 -0.60 -2.24
H 11.762 32.466 -17.804 0.68 0.65 -0.70
H 13.951 34.322 -14.031 0.81 -2.57 -1.62
H 13.675 31.651 -7.797 -4.56 1.70 0.50
H 16.782 30.905 -12.352 2.07 -0.56 -0.11
H 14.714 36.718 -10.656 2.28 -0.20 -2.31
H 12.167 30.278 -11.352 -3.27 -2.84 0.45
H 17.876 34.234 -10.474 0.36 0.27 -0.25
H 14.302 29.849 -10.556 4.76 1.24 1.32
H 14.776 29.284 -16.273 0.67 -0.34 0.02
H 14.108 34.605 -11.530 2.69 0.79 0.75
H 15.305 35.831 -9.432 1.46 0.34 0.45
H 18.946 27.382 -10.702 -0.47 0.47 0.63
H 10.649 32.592 -10.952 0.27 -0.11 3.99
H 11.065 34.149 -11.002 0.41 0.80 0.44
H 16.511 32.778 -13.533 2.08 -0.36 -0.04
H 12.695 37.316 -16.363 -0.28 0.07 0.13
H 17.280 29.062 -14.393 0.73 -0.18 0.83
H 14.023 34.816 -15.867 0.21 0.78 -0.01
H 10.560 28.878 -14.699 -0.47 -0.08 -0.70
H 10.423 35.190 -14.896 0.94 2.18 -2.28
H 10.752 31.073 -10.145 -0.15 0.75 0.47
H 12.235 28.932 -14.305 -2.13 -0.33 -0.45
H 15.524 26.149 -12.870 -1.78 -0.60 -0.52
H 12.669 37.765 -9.296 -0.09 0.53 -0.61
H 12.146 31.836 -19.435 -0.10 -0.22 0.22
H 11.890 28.325 -16.952 -0.30 -0.36 0.61
H 15.556 32.520 -14.195 -1.44 -0.59 -0.22
H 9.761 35.319 -11.688 -0.59 0.00 0.56
H 13.127 36.396 -17.710 0.35 -0.84 0.08
H 14.537 29.341 -12.465 -1.60 -3.72 3.46
H 10.874 36.191 -9.294 -0.15 0.14 -0.46
H 18.432 34.523 -12.101 -0.42 0.54 0.15
H 16.062 32.370 -17.525 -0.34 0.58 0.19
H 13.887 36.675 -9.879 -2.49 -0.03 1.51
H 17.685 34.038 -13.756 0.26 -0.25 -0.40
H 17.565 31.824 -11.062 -1.19 0.39 1.57
H 9.917 33.934 -15.952 0.50 4.01 -4.16
H 12.059 31.278 -12.974 3.05 -0.93 -0.15
H 15.502 32.276 -19.171 0.21 0.40 -0.26
H 18.439 30.484 -12.764 -0.43 -1.48 -0.85
H 16.322 28.576 -15.575 -0.19 0.19 -1.07
H 8.024 35.507 -11.612 -0.19 -0.21 -0.15
H 12.348 33.404 -16.409 1.60 1.40 0.58
H 19.659 28.467 -11.865 0.02 0.33 0.06
H 8.044 34.771 -14.049 -0.50 -0.32 0.16
H 11.265 31.203 -7.471 0.49 -0.10 -0.22
H 12.796 34.235 -10.639 -1.84 2.76 0.47
H 9.758 33.630 -15.053 -1.35 -2.19 4.87
H 15.284 31.930 -11.988 0.12 -1.81 1.16
H 13.371 37.885 -11.969 -0.01 -0.29 -0.23
H 14.045 25.173 -12.522 -0.31 0.19 -0.05
H 13.465 33.498 -20.087 0.14 0.12 -0.12
H 15.889 34.283 -12.916 0.24 1.23 0.08
H 17.905 31.544 -8.795 -0.12 -0.81 0.21
H 13.296 33.440 -8.088 0.35 0.03 -0.28
H 16.136 32.881 -12.070 0.63 2.44 0.20
H 18.216 30.146 -10.412 0.30 -0.24 -0.11
H 13.039 30.845 -11.518 1.22 1.11 -4.43
H 12.665 33.114 -14.389 8.67 -7.15 6.13
H 14.930 33.809 -10.158 1.24 1.73 0.28
H 16.778 33.357 -10.589 0.02 -3.25 2.49
H 14.131 34.320 -17.253 0.51 -0.63 -0.45
H 11.020 34.271 -13.903 -1.30 -1.16 0.53
H 14.694 32.115 -15.636 -0.63 0.78 1.94
H 10.433 29.949 -18.143 -0.35 -0.21 0.65
H 15.103 25.841 -11.269 -0.47 0.19 0.06
H 15.839 28.885 -13.438 2.91 -2.53 0.40
H 13.986 28.901 -10.806 1.28 -3.30 -1.22
H 12.906 28.727 -11.012 -3.13 -0.01 0.45
H 12.741 33.578 -12.026 -0.27 -1.42 -4.49
H 10.855 33.859 -8.742 -0.94 0.04 -0.32
H 15.065 34.630 -18.707 0.04 0.17 0.08
H 11.321 28.935 -11.788 -0.25 -0.87 0.31
H 12.238 35.224 -8.827 0.07 0.38 0.42
H 11.460 32.775 -6.780 0.26 0.09 0.18
H 14.546 32.334 -10.592 4.33 -0.93 0.23
H 15.513 28.251 -11.448 -0.49 -0.02 -0.06
H 12.304 31.302 -14.716 -0.74 0.40 -0.52
H 17.854 32.453 -14.612 0.68 0.69 0.74
H 16.898 29.062 -10.593 1.92 -1.10 0.09
H 14.415 33.126 -11.992 -0.97 -0.65 -3.31
H 9.142 36.016 -14.000 0.23 0.04 0.77
H 12.484 34.504 -19.038 0.01 -0.28 0.18
H 16.765 32.589 -8.147 -0.71 0.34 -0.34
H 12.232 33.519 -14.690 -8.13 7.46 -6.19
H 10.802 31.105 -13.698 0.70 -1.52 -1.98
```
Positions in Å, forces in eV/Å.


- Which value of maximum force does entry 1 give?
  2.9 eV/Å


- What is the maximum force in the second record?
  15.2 eV/Å